230
Properties=species:S:1:pos:R:3:forces:R:3 method="wB97M-V/def2-TZVPD" spin_multiplicity=1 homo_ev=-9.31 de_lowest_ev=6.311 total_charge=0 e_lumo_ev=-0.1 homo_lumo_gap_ev=9.2
C -4.097 -6.059 -2.003 -1.2 -1.4 -1.2
C -3.701 -7.375 -2.789 -0.5 0.6 0.4
O -3.874 -7.259 -4.174 0.5 1.2 -1.5
O -3.452 -4.874 -2.360 0.6 0.0 -0.3
H -4.059 -6.266 -0.934 0.2 0.0 0.1
H -5.128 -5.833 -2.272 -0.2 -0.3 0.2
H -4.399 -8.203 -2.670 0.1 0.0 2.1
H -2.669 -7.642 -2.560 0.2 -0.2 0.3
H -3.805 -8.153 -4.517 0.0 0.1 -0.3
H -2.504 -4.976 -2.245 0.3 0.0 0.3
C -5.905 4.629 -1.795 0.0 2.0 -0.9
C -6.420 3.316 -1.423 -1.2 -1.4 1.5
O -7.040 2.576 -2.426 -0.4 -0.6 -1.7
O -6.939 5.649 -1.916 0.3 -0.7 -0.5
H -5.481 4.530 -2.795 0.2 0.4 0.0
H -5.166 5.029 -1.102 0.3 -0.4 0.1
H -7.182 3.508 -0.668 0.1 -0.2 0.7
H -5.685 2.599 -1.057 0.5 0.6 0.4
H -7.989 2.706 -2.488 0.1 0.3 0.1
H -7.358 5.810 -1.067 0.1 -0.1 0.2
C 0.052 -6.034 -1.648 2.1 -2.1 -0.7
C 0.927 -6.991 -0.819 1.1 -0.8 -0.7
O 0.263 -8.216 -0.577 -1.3 -0.2 0.6
O -0.975 -5.587 -0.882 -1.8 1.5 1.5
H -0.399 -6.630 -2.441 0.5 0.0 -0.7
H 0.659 -5.213 -2.032 -0.1 0.1 -0.1
H 1.214 -6.573 0.146 -0.3 0.2 0.1
H 1.860 -7.307 -1.285 0.2 0.9 -0.5
H 0.644 -8.966 -1.039 0.1 0.3 -0.1
H -1.136 -6.253 -0.209 -0.4 0.0 0.3
C 4.714 -0.496 -5.867 0.6 -1.4 -0.1
C 3.591 0.552 -5.942 1.7 -0.5 -1.0
O 4.173 1.885 -5.869 -0.9 -0.6 0.6
O 5.540 -0.588 -7.051 -0.5 1.3 -0.2
H 4.376 -1.526 -5.752 -1.0 0.2 0.4
H 5.371 -0.351 -5.010 -0.1 0.6 0.2
H 2.867 0.355 -5.151 0.3 0.5 0.2
H 3.076 0.424 -6.894 -0.1 0.1 -0.1
H 4.897 1.938 -6.497 0.1 -0.2 -0.2
H 6.047 -1.403 -7.030 -0.1 0.0 0.2
C -1.299 2.529 3.990 -1.4 0.8 -1.0
C -1.010 3.814 3.176 -1.6 -2.0 -0.3
O -0.078 4.586 3.782 1.7 1.5 0.7
O -2.202 2.723 5.118 1.0 0.3 -0.6
H -0.364 2.080 4.325 -0.2 -0.2 -0.1
H -1.880 1.930 3.289 0.4 -0.7 0.1
H -1.916 4.380 2.961 -0.6 0.1 0.3
H -0.744 3.533 2.157 0.7 -0.1 0.1
H -0.499 4.962 4.559 0.3 0.2 0.2
H -2.408 3.660 5.144 -0.3 0.0 0.3
C 3.659 -0.948 -1.795 -0.9 1.5 -1.6
C 2.198 -1.165 -2.302 1.1 -0.4 1.2
O 2.189 -2.416 -2.980 -0.1 0.4 0.3
O 4.118 -1.755 -0.781 0.0 -1.3 1.7
H 3.713 0.053 -1.367 0.0 0.3 -0.3
H 4.378 -1.066 -2.606 -0.2 0.4 -0.5
H 1.771 -0.349 -2.886 0.7 0.2 -0.6
H 1.567 -1.120 -1.415 -0.2 -0.7 0.3
H 1.273 -2.619 -3.180 -0.4 -0.3 -0.2
H 4.061 -2.681 -1.027 0.0 -0.1 -0.3
C -2.112 -1.908 5.644 1.1 0.6 -0.2
C -3.027 -0.657 5.919 1.0 -0.3 0.4
O -2.271 0.348 6.628 -0.2 -0.9 -0.2
O -1.260 -1.763 4.499 -0.8 0.2 -1.1
H -2.588 -2.879 5.500 -0.8 0.3 0.1
H -1.381 -2.078 6.433 -0.6 0.3 0.9
H -3.896 -0.898 6.531 0.1 -0.4 0.2
H -3.469 -0.244 5.012 0.3 -0.1 -0.4
H -2.222 1.160 6.118 -0.2 0.2 -0.2
H -0.349 -1.543 4.705 0.2 0.3 0.5
C -5.817 1.853 -5.563 -1.5 -0.9 -0.2
C -5.105 0.533 -5.445 0.0 -1.2 0.7
O -5.218 -0.284 -6.614 -0.4 1.0 -0.6
O -5.319 2.638 -6.582 1.1 1.3 -0.7
H -5.857 2.482 -4.674 0.2 -0.8 0.7
H -6.862 1.665 -5.809 -0.2 -0.3 0.1
H -5.588 -0.024 -4.642 0.1 0.1 0.5
H -4.055 0.673 -5.189 0.2 0.1 0.1
H -4.767 -1.128 -6.533 0.1 0.2 0.5
H -4.816 3.274 -6.066 0.3 0.5 -0.9
C -5.927 1.741 2.420 0.4 -0.6 0.6
C -4.544 1.520 1.943 0.6 -0.7 -1.7
O -4.051 2.694 1.323 0.6 0.7 -0.4
O -5.909 2.537 3.583 -0.3 0.3 0.6
H -6.309 0.751 2.669 -0.5 0.2 0.2
H -6.509 2.219 1.631 -0.1 -0.2 -0.1
H -4.560 0.769 1.154 -0.2 0.0 -0.3
H -3.797 1.106 2.621 -0.4 0.2 0.8
H -3.987 3.391 1.980 0.1 0.1 0.2
H -5.619 3.420 3.343 -0.2 0.1 0.0
C -2.684 -1.668 -2.883 1.2 -0.8 -0.5
C -1.406 -1.322 -3.777 -2.8 -0.2 0.6
O -0.836 -2.542 -4.204 1.3 -0.1 0.8
O -3.638 -2.393 -3.595 -0.7 0.6 -1.8
H -3.145 -0.828 -2.362 0.2 0.3 -0.2
H -2.274 -2.365 -2.152 0.2 0.4 0.5
H -0.863 -0.692 -3.073 1.0 -0.5 -0.3
H -1.603 -0.779 -4.702 -0.5 0.6 0.3
H -1.511 -3.012 -4.699 -0.3 0.0 0.0
H -3.949 -3.198 -3.174 0.5 -0.2 0.5
C 2.587 3.718 1.063 -0.7 1.5 -0.5
C 2.083 5.010 0.359 1.1 -0.1 0.5
O 3.218 5.834 0.002 -0.8 -0.2 0.5
O 3.102 2.839 0.052 -0.2 -0.4 1.1
H 1.855 3.199 1.681 -0.6 -0.3 -0.7
H 3.224 4.083 1.868 1.2 -0.3 -0.4
H 1.507 5.636 1.040 -0.2 -0.2 0.0
H 1.508 4.756 -0.532 -0.2 0.0 0.0
H 3.898 5.303 -0.418 0.0 -0.2 -0.4
H 3.941 3.143 -0.302 0.2 0.4 0.2
C 3.196 1.895 4.817 -0.5 0.8 -0.2
C 4.177 3.057 4.808 0.4 0.0 1.2
O 4.148 3.860 6.018 0.4 -0.8 -0.3
O 3.549 0.862 5.756 -0.3 0.4 -1.1
H 3.113 1.527 3.795 0.6 -0.8 0.1
H 2.174 2.246 4.963 -0.2 0.2 0.6
H 4.201 3.713 3.937 -0.6 -0.2 -0.2
H 5.133 2.533 4.812 0.3 0.3 0.2
H 3.359 4.401 6.102 -0.2 -0.1 -0.4
H 3.646 1.260 6.624 0.0 0.2 0.1
C 1.510 4.400 -3.839 -1.6 -0.6 -1.5
C 1.480 3.702 -5.234 1.0 0.9 1.0
O 2.523 4.211 -6.015 0.6 0.4 -0.7
O 0.982 5.728 -3.933 -0.1 -0.5 0.9
H 2.447 4.302 -3.291 0.4 0.4 -0.4
H 0.807 3.790 -3.272 -0.4 0.4 0.4
H 0.575 3.935 -5.795 -0.4 -0.2 0.5
H 1.639 2.630 -5.116 -0.4 -0.2 0.1
H 3.172 3.505 -6.055 0.5 -0.1 -0.1
H 1.334 6.253 -4.656 0.5 -0.4 -0.2
C -6.432 -1.293 -1.287 0.1 -0.1 0.3
C -7.601 -1.041 -2.264 1.0 -0.3 0.4
O -8.319 -2.233 -2.678 0.2 1.1 0.9
O -6.875 -1.422 0.078 -0.6 0.1 -0.9
H -5.692 -0.493 -1.331 -0.2 0.5 -0.2
H -5.831 -2.156 -1.576 -0.2 -0.5 -0.2
H -7.231 -0.549 -3.163 0.3 0.0 0.0
H -8.188 -0.268 -1.766 -0.9 -0.6 -0.1
H -7.641 -2.789 -3.068 0.0 -0.2 -0.1
H -6.120 -1.599 0.643 0.3 -0.1 0.0
C -0.415 -5.292 4.744 -0.5 0.4 -0.8
C -0.178 -5.516 3.233 -0.3 0.1 2.0
O 1.197 -5.772 3.166 0.4 -0.3 -1.4
O -0.550 -6.554 5.395 -0.1 0.7 0.2
H -1.241 -4.596 4.889 -0.8 -0.6 0.3
H 0.412 -4.719 5.161 0.4 -0.2 -0.2
H -0.487 -4.650 2.648 0.0 0.2 -0.1
H -0.757 -6.386 2.923 0.0 -0.1 -0.1
H 1.555 -4.955 2.811 1.0 -0.1 0.2
H 0.323 -6.758 5.738 0.0 -0.2 0.0
C 6.518 -0.808 2.879 -0.9 -0.6 -0.3
C 5.066 -1.329 2.831 1.5 1.3 -0.1
O 5.077 -2.321 1.855 -0.5 -1.9 0.2
O 6.523 0.243 3.787 0.3 1.1 0.4
H 6.818 -0.563 1.860 0.0 0.5 -0.2
H 7.210 -1.596 3.172 -0.2 -0.3 0.2
H 4.356 -0.561 2.523 0.1 0.5 0.2
H 4.810 -1.624 3.848 -0.3 -0.8 -0.2
H 4.838 -1.976 0.992 -0.1 0.4 -0.3
H 7.410 0.604 3.857 0.1 0.0 0.1
C 6.072 3.467 -3.480 0.9 -3.0 1.2
C 5.264 3.095 -2.197 -0.2 1.1 -3.2
O 5.196 4.289 -1.445 -0.7 -0.8 1.1
O 7.441 3.659 -3.051 -0.7 1.0 -0.3
H 5.771 4.274 -4.147 -0.6 -0.1 0.4
H 6.103 2.507 -3.996 -0.1 0.2 -0.7
H 5.616 2.142 -1.802 1.0 0.5 0.9
H 4.287 2.749 -2.532 -0.6 0.8 0.1
H 6.095 4.555 -1.241 0.5 -0.1 0.4
H 7.492 4.617 -3.086 0.9 0.1 0.2
C 0.124 1.386 -0.362 0.2 -0.8 0.6
C -1.225 0.740 -0.078 -0.3 1.6 -1.0
O -1.328 -0.612 -0.437 0.7 -0.2 0.4
O 1.078 0.886 0.585 -0.5 0.0 -0.2
H 0.080 2.474 -0.315 -0.3 0.1 0.2
H 0.430 1.138 -1.378 0.1 -0.2 -0.3
H -1.918 1.224 -0.766 -0.3 0.3 0.2
H -1.548 0.948 0.942 0.0 -0.1 0.2
H -0.727 -1.089 0.140 0.5 -0.7 0.0
H 1.815 1.501 0.559 0.5 -0.1 -0.1
C -3.483 -2.779 0.916 0.9 0.5 1.3
C -3.792 -2.549 2.397 0.3 -0.2 0.2
O -5.161 -2.605 2.595 -1.9 0.3 0.3
O -3.706 -1.642 0.120 -1.0 -0.2 0.3
H -4.121 -3.580 0.540 0.2 -0.2 0.0
H -2.425 -3.037 0.948 0.3 -0.4 -0.7
H -3.430 -1.610 2.817 0.1 0.3 -0.6
H -3.378 -3.275 3.096 0.8 -0.5 -0.5
H -5.378 -3.538 2.658 -0.4 0.1 0.0
H -2.865 -1.189 0.019 0.5 0.3 -0.3
C 7.429 2.999 0.959 1.0 0.9 0.0
C 8.550 1.971 0.851 -0.5 0.0 -0.6
O 8.793 1.644 -0.517 -0.3 -0.1 0.8
O 7.772 4.181 0.168 -0.5 -0.7 -0.1
H 7.335 3.326 1.995 -0.3 -0.2 0.1
H 6.486 2.602 0.584 0.1 0.1 0.0
H 8.215 1.083 1.387 0.2 -0.2 -0.1
H 9.475 2.340 1.294 0.0 0.1 0.3
H 8.735 2.495 -0.956 0.1 0.2 -0.6
H 8.233 4.816 0.722 0.0 -0.1 0.1
C -1.889 4.194 -2.297 1.2 1.3 -0.5
C -2.083 5.342 -1.312 -0.6 -1.2 -0.6
O -2.053 4.897 0.045 0.1 0.6 -0.4
O -3.030 3.384 -2.393 -0.4 -0.4 0.7
H -0.968 3.667 -2.050 -0.1 -0.6 0.2
H -1.645 4.733 -3.213 -0.2 -0.2 -0.5
H -3.069 5.686 -1.624 -0.2 0.6 0.5
H -1.354 6.121 -1.533 0.1 -0.1 0.5
H -2.755 4.244 0.093 -0.2 -0.4 0.2
H -3.252 3.093 -3.281 0.4 0.1 -0.1
C 1.866 -1.738 6.401 1.0 -0.7 1.1
C 3.179 -2.538 6.445 -0.4 0.3 -0.7
O 3.228 -3.490 5.386 0.3 -0.2 1.0
O 1.585 -1.136 5.162 -0.5 -0.4 -0.2
H 1.891 -1.030 7.230 -0.1 0.4 -0.1
H 1.104 -2.465 6.681 -0.4 0.1 -0.5
H 3.211 -3.004 7.429 -0.1 -0.6 -0.1
H 4.075 -1.916 6.426 0.0 0.4 -0.3
H 2.688 -3.194 4.649 -0.1 0.2 -0.3
H 2.070 -0.307 5.142 0.3 0.2 0.1
C 1.557 -3.571 0.389 -1.1 0.7 -0.1
C 1.881 -2.736 1.632 -1.2 0.0 0.7
O 2.715 -3.480 2.517 -0.7 0.5 -0.5
O 0.385 -3.028 -0.257 0.5 1.0 0.4
H 1.319 -4.579 0.728 0.4 -0.1 -0.1
H 2.385 -3.532 -0.319 0.0 -0.4 0.0
H 0.965 -2.519 2.183 -0.5 -0.4 -0.1
H 2.231 -1.715 1.479 0.6 -0.1 -0.6
H 3.578 -3.101 2.333 1.2 -0.4 0.2
H -0.184 -3.673 -0.683 0.1 -0.6 0.3